1.
This record from the Open Molecules 2025 dataset describes 7 unconnected molecules or ions with the total composition C26H69BO8P. The level of theory is ωB97M-V with the def2-TZVPD basis set.

Results
Total charge: -1
Electronic energy: -54425.7066 eV
Highest occupied orbital energy: -3.118 eV
Orbital gap: 5.083 eV

Geometry (Å):
C  2.4724  -4.3616  1.1996
C  2.7200  -3.1136  0.3618
O  2.0912  -2.0171  0.9855
C  1.7897  -0.9213  0.1214
C  0.4656  -0.2961  0.5240
O  -0.5739  -0.8351  -0.2323
C  -1.7506  0.0053  -0.3770
B  -3.1731  -0.6424  0.0773
P  -3.5169  -2.3815  -0.7551
C  -3.9707  -1.9366  -2.5096
C  -5.2298  -2.7825  -0.1261
C  -5.4931  -4.2811  0.0702
H  1.5751  -4.8901  0.8735
H  3.3248  -5.0448  1.1641
H  2.3187  -4.0634  2.2388
H  3.8022  -2.9288  0.2545
H  2.3127  -3.2369  -0.6509
H  1.6922  -1.2807  -0.9104
H  2.6005  -0.1837  0.1764
H  0.5107  0.7965  0.3987
H  0.3267  -0.5078  1.5958
H  -1.5792  0.9326  0.1937
H  -1.7937  0.3027  -1.4412
H  -3.2493  -0.7786  1.2933
H  -4.0211  0.1811  -0.2764
H  -4.5934  -2.7288  -2.9412
H  -4.5188  -0.9872  -2.5673
H  -3.0629  -1.8593  -3.1181
H  -5.3690  -2.2442  0.8166
H  -5.9601  -2.3716  -0.8347
H  -6.3302  -4.4683  0.7545
H  -4.6061  -4.7757  0.4762
H  -5.7256  -4.7701  -0.8829
C  -3.5237  3.9536  -0.1819
C  -4.7604  3.4175  -0.8851
C  -5.5374  4.5098  -1.6054
O  -5.5866  2.7065  0.0212
H  -3.8107  4.6864  0.5804
H  -2.9950  3.1341  0.3039
H  -2.8471  4.4430  -0.8854
H  -4.4504  2.6552  -1.6034
H  -5.8850  5.2611  -0.8885
H  -6.4080  4.0878  -2.1081
H  -4.9145  5.0139  -2.3468
H  -5.8997  3.2985  0.7137
C  -2.9702  -3.0160  5.5743
C  -3.3018  -1.9159  4.5753
C  -3.6310  -0.6061  5.2708
O  -4.3256  -2.3236  3.6825
H  -3.8355  -3.2148  6.2164
H  -2.7147  -3.9379  5.0507
H  -2.1312  -2.7251  6.2081
H  -2.4442  -1.7550  3.9196
H  -4.4997  -0.7192  5.9294
H  -3.8552  0.1665  4.5353
H  -2.7769  -0.2870  5.8695
H  -5.1431  -2.4889  4.1648
C  5.2009  3.8151  0.9029
C  4.6171  2.4199  1.0735
C  5.6463  1.4337  1.6060
O  4.0507  1.9547  -0.1421
H  6.0193  3.7893  0.1772
H  4.4388  4.5008  0.5327
H  5.5907  4.1996  1.8473
H  3.7736  2.4650  1.7682
H  6.4813  1.3501  0.9030
H  5.1980  0.4471  1.7257
H  6.0458  1.7572  2.5690
H  4.7474  1.9129  -0.8116
C  5.7254  2.5082  -5.0621
C  5.9463  3.2233  -3.7406
C  7.3052  3.8990  -3.6680
O  5.7694  2.3238  -2.6453
H  6.4802  1.7281  -5.1999
H  4.7415  2.0413  -5.0835
H  5.8020  3.2026  -5.8999
H  5.1621  3.9692  -3.5973
H  8.1020  3.1559  -3.7687
H  7.4294  4.4080  -2.7124
H  7.4223  4.6284  -4.4706
H  6.4290  1.6237  -2.7175
C  -0.0646  -1.8042  -5.9566
C  -0.3570  -0.3189  -5.8117
C  -0.5617  0.0734  -4.3610
O  -1.4843  0.0552  -6.6081
H  -0.9014  -2.3897  -5.5659
H  0.0831  -2.0676  -7.0046
H  0.8269  -2.0834  -5.3927
H  0.4706  0.2536  -6.2398
H  -1.4105  -0.4750  -3.9437
H  -0.7717  1.1385  -4.2651
H  0.3094  -0.1669  -3.7501
H  -2.2568  -0.3899  -6.2398
C  0.9405  -2.4769  4.1364
C  0.6002  -1.0044  4.2764
C  1.8391  -0.1392  4.4275
O  -0.3150  -0.7887  5.3538
H  1.4684  -2.8306  5.0293
H  0.0311  -3.0653  4.0141
H  1.5778  -2.6438  3.2672
H  0.0430  -0.6880  3.3951
H  2.3877  -0.4200  5.3332
H  1.5655  0.9135  4.5024
H  2.5065  -0.2707  3.5735
H  0.1114  -1.0419  6.1802

Cartesian forces, eV/Å:
C 0.0 0.0 0.1
C 0.1 0.0 -0.1
O -0.2 -0.2 -0.1
C 0.1 0.1 0.0
C 0.0 0.0 0.0
O 0.0 -0.1 -0.1
C -0.2 0.1 -0.1
B 0.1 0.4 0.1
P 0.0 -0.2 0.0
C 0.0 0.0 -0.1
C -0.1 0.1 0.0
C 0.0 0.0 0.0
H 0.0 0.1 0.0
H -0.1 0.0 -0.1
H 0.1 -0.1 -0.1
H -0.1 0.0 0.0
H 0.1 -0.1 0.1
H 0.0 0.1 0.1
H 0.0 -0.1 -0.1
H 0.1 -0.1 0.0
H 0.0 0.2 -0.2
H 0.0 0.0 -0.1
H 0.1 0.0 0.1
H 0.1 -0.2 0.0
H -0.1 -0.1 0.0
H 0.1 0.0 0.0
H 0.1 0.0 0.0
H -0.1 0.0 0.0
H 0.1 -0.1 0.0
H 0.0 0.0 0.1
H 0.0 0.0 -0.1
H -0.1 0.0 0.0
H 0.1 0.0 0.1
C 0.0 0.0 0.0
C 0.2 -0.1 0.0
C 0.0 0.0 0.0
O -0.3 0.0 0.0
H 0.0 0.0 0.0
H 0.0 0.0 0.0
H 0.0 0.0 0.0
H 0.0 0.0 0.0
H 0.0 0.0 0.0
H 0.0 0.0 0.0
H 0.0 0.0 0.0
H 0.1 0.1 0.0
C -0.1 0.0 0.0
C 0.1 0.0 0.0
C 0.0 0.0 0.0
O -0.2 -0.1 -0.1
H 0.0 0.0 0.0
H 0.0 0.0 0.0
H 0.0 0.0 0.0
H 0.0 0.0 0.0
H 0.0 0.0 0.0
H 0.0 0.0 0.0
H 0.0 0.0 0.0
H 0.1 0.1 0.1
C 0.0 0.0 0.0
C 0.0 0.0 0.0
C 0.0 0.0 0.0
O 0.1 -0.1 0.0
H 0.0 0.0 0.0
H 0.0 0.0 0.0
H 0.0 0.0 0.0
H 0.0 0.0 0.0
H 0.0 0.0 0.0
H 0.0 0.0 0.0
H 0.0 0.0 0.0
H -0.1 0.2 -0.1
C 0.0 0.0 0.0
C -0.1 0.1 0.0
C 0.0 0.0 0.0
O 0.1 -0.1 0.2
H 0.0 0.0 0.0
H 0.0 0.0 0.0
H 0.0 0.0 0.0
H 0.0 0.0 0.0
H 0.0 0.0 0.0
H 0.0 0.0 0.0
H 0.0 0.0 0.0
H 0.0 0.0 -0.1
C 0.0 0.0 0.0
C 0.1 0.0 0.0
C -0.1 0.0 0.1
O 0.0 -0.1 0.0
H 0.0 0.0 0.0
H 0.0 0.0 0.0
H 0.0 0.0 0.0
H 0.0 0.0 0.0
H 0.0 0.0 0.1
H 0.0 0.0 0.0
H 0.0 0.0 0.0
H 0.0 0.0 0.0
C 0.0 0.0 0.0
C 0.0 -0.1 0.0
C 0.0 0.0 0.0
O 0.0 0.1 0.2
H 0.0 0.0 0.0
H 0.0 0.0 0.0
H -0.1 0.2 0.1
H 0.0 0.0 0.1
H 0.0 0.0 0.0
H 0.0 0.0 0.0
H 0.0 0.0 0.0
H 0.1 0.0 -0.1

=====

2.
This record from the Open Molecules 2025 dataset describes 2 unconnected molecules or ions with the total composition C2H2ClNO. The level of theory is ωB97M-V with the def2-TZVPD basis set.

Results
Total charge: 0
ΔE to the lowest compared entry with this formula, charge and spin: 4.851 eV
Electronic energy: -18160.5228 eV
Highest occupied orbital energy (spin up / spin down): -9.137 / -9.148 eV
Structure (SMILES): C#CN=O.Cl
Orbital gap (spin up / spin down): 7.538 / 7.538 eV

Geometry (Å):
C  1.0382  -0.2959  0.3737
C  1.2468  -1.5347  0.3734
N  1.2530  -2.6967  -0.1476
O  1.5352  -3.8457  0.2166
Cl  -3.1325  3.8489  0.1869
H  0.9483  0.7520  0.1646
H  -2.8889  3.7721  -1.1676

Cartesian forces, eV/Å:
C 0.9 -3.0 0.0
C -0.7 5.3 0.9
N 0.2 -4.6 -1.5
O -0.3 2.5 0.2
Cl 0.5 -0.1 -2.4
H -0.1 -0.2 0.4
H -0.4 0.1 2.4

=====

3.
This record from the Open Molecules 2025 dataset describes a molecular structure, C25H41Cl3N3O3PtSi. The level of theory is ωB97M-V with the def2-TZVPD basis set.

Results
Total charge: -1
ΔE to the lowest compared entry with this formula, charge and spin: 0.000 eV
Electronic energy: -85897.8020 eV
Highest occupied orbital energy (spin up / spin down): -1.657 / -3.850 eV
<S²>: 2.0113
Multiplicity: 3
Orbital gap (spin up / spin down): 4.066 / 6.253 eV

Geometry (Å):
C  1.5639  -0.6636  -3.1198
C  1.1046  0.7575  -3.0026
H  1.2768  -1.1382  -4.0730
H  1.1308  -1.2476  -2.2928
H  2.6631  -0.7585  -3.0442
C  0.5920  1.4574  -4.0264
C  0.4235  0.9448  -5.4342
H  0.3018  2.4972  -3.8938
H  0.6354  -0.1204  -5.5171
H  1.0630  1.4753  -6.1614
H  -0.6100  1.1013  -5.7799
Pt  0.1761  -0.0906  1.0529
Cl  2.4537  0.2128  1.3104
Cl  0.2272  -2.2986  0.2280
C  0.5270  2.9021  1.6246
O  -0.3250  1.9497  1.6438
N  0.1705  4.1371  1.9714
C  -1.1762  4.4597  2.4510
C  1.1261  5.2427  2.0194
H  1.5787  2.7397  1.3460
H  -1.8054  3.5712  2.5627
H  -1.6564  5.1766  1.7653
H  -1.0749  4.9713  3.4204
H  2.1099  4.8943  1.6918
H  1.1746  5.6253  3.0515
H  0.7813  6.0592  1.3682
H  -1.5250  -0.9577  -2.5689
H  -2.3504  1.5367  -2.9680
C  -2.3742  -1.0868  -1.8739
C  -3.1983  1.1927  -2.3493
N  -2.7610  0.2179  -1.3505
H  -2.0890  -1.7743  -1.0656
C  -2.5099  0.5845  -0.0965
O  -1.9580  -0.1796  0.7686
H  -3.6537  2.0491  -1.8428
H  -2.8367  1.6058  0.1715
H  -3.2279  -1.4840  -2.4473
H  -3.9295  0.7221  -3.0201
O  0.1303  0.7170  -0.8717
C  1.1696  1.3230  -1.5688
C  -0.1378  3.5589  -1.4292
C  1.0631  2.8572  -1.4834
H  -1.0857  3.0208  -1.4077
C  -0.1284  4.9564  -1.4262
H  2.1501  1.0019  -1.1556
C  2.2601  3.5654  -1.5152
H  -1.0652  5.5143  -1.3784
C  1.0737  5.6550  -1.5282
C  2.2756  4.9507  -1.5770
H  3.1754  2.9805  -1.5403
H  1.0809  6.7538  -1.5683
H  3.2233  5.4805  -1.6773
Si  0.3820  -6.7166  0.1772
Cl  0.5589  -5.8044  -1.7463
C  -1.4765  -6.7532  0.4890
C  1.5669  -5.5381  1.0465
C  0.9192  -8.5072  0.4733
H  -1.9467  -5.8405  0.0988
H  -1.7280  -6.8445  1.5526
H  -1.9165  -7.6190  -0.0395
H  0.2802  -9.2393  -0.0365
H  0.8485  -8.7365  1.5506
H  1.9566  -8.7047  0.1863
H  1.3488  -4.4956  0.7594
H  2.5875  -5.7700  0.6916
H  1.5533  -5.6019  2.1404
C  -0.3148  -1.4881  5.7080
C  0.4009  -0.3235  5.3964
C  0.5576  0.0403  4.0560
N  -0.0424  -0.6594  3.0742
C  -0.7719  -1.7529  3.3611
C  -0.9126  -2.2142  4.6723
H  -0.3976  -1.8310  6.7381
H  0.8615  0.3021  6.1609
H  1.1761  0.8765  3.7518
H  -1.2109  -2.2647  2.5092
H  -1.4840  -3.1335  4.8369

Cartesian forces, eV/Å:
C 0.0 -0.6 0.1
C -0.1 0.9 -0.3
H 0.1 0.2 0.5
H 0.2 0.1 -0.1
H -0.4 0.2 0.1
C 0.4 -0.3 -0.1
C -0.2 0.2 -0.2
H 0.0 -0.1 0.2
H 0.0 0.1 -0.1
H -0.1 -0.1 0.3
H 0.1 0.0 0.0
Pt 0.4 -0.2 -0.3
Cl 2.3 0.4 0.5
Cl 0.1 -1.8 -0.5
C -2.2 -2.3 0.1
O 1.8 3.7 0.6
N -0.1 0.8 0.4
C 0.3 0.3 -0.1
C -0.4 -0.2 0.1
H -0.3 -0.1 0.0
H 0.4 0.1 -0.2
H 0.1 -0.3 0.1
H -0.1 -0.2 -0.1
H -0.2 0.1 0.0
H 0.2 -0.1 -0.2
H 0.2 -0.2 0.1
H -0.2 -0.1 0.4
H -0.1 -0.1 0.3
C 0.1 0.0 -0.2
C 0.3 -0.3 0.2
N -0.4 0.1 -0.7
H 0.0 0.4 -0.3
C 1.3 -1.6 1.8
O -3.1 1.6 -1.8
H 0.0 -0.1 -0.1
H 0.2 -0.2 -0.1
H 0.2 0.0 0.2
H 0.0 0.1 0.2
O -0.2 0.7 -1.5
C -0.9 -0.6 0.3
C -0.1 0.2 0.0
C 0.5 -0.7 -0.4
H 0.3 0.0 0.1
C 0.0 0.0 -0.1
H -0.2 0.4 -0.1
C 0.0 0.1 -0.2
H 0.2 -0.2 0.0
C 0.0 0.3 0.0
C 0.1 0.2 0.1
H 0.0 0.2 0.0
H 0.0 -0.5 0.0
H -0.2 -0.1 0.1
Si 0.2 0.8 0.0
Cl -0.1 -1.0 0.2
C -0.1 0.2 -0.1
C -0.2 -0.1 0.1
C 0.2 -0.2 -0.3
H 0.1 -0.2 0.2
H 0.1 0.0 -0.1
H 0.2 0.3 0.2
H 0.1 0.2 0.0
H -0.1 0.3 -0.2
H -0.1 0.1 0.0
H 0.0 -0.3 0.1
H -0.4 0.0 0.1
H 0.0 -0.1 -0.1
C 0.0 0.1 -0.3
C 0.0 -0.2 -0.3
C -0.7 -0.9 0.3
N -0.2 -0.4 1.2
C 0.4 0.4 0.7
C 0.1 0.2 -0.2
H 0.0 0.1 -0.2
H -0.1 -0.3 -0.1
H -0.1 -0.1 -0.1
H 0.1 0.1 0.0
H 0.3 0.4 0.1

=====

4.
This record from the Open Molecules 2025 dataset describes a molecular structure, C30H57GaN3O5. The level of theory is ωB97M-V with the def2-TZVPD basis set.

Results
Total charge: -1
ΔE to the lowest compared entry with this formula, charge and spin: 14.997 eV
Electronic energy: -99104.5524 eV
Highest occupied orbital energy: -4.882 eV
Orbital gap: 7.140 eV

Geometry (Å):
C  -3.3602  -0.4298  4.0725
C  -2.5453  -1.3724  2.9920
O  -2.1517  -2.6391  3.6320
C  -0.8434  -3.1204  3.1618
Ga  -0.7250  -3.5247  1.1386
C  1.0626  -4.6094  0.8705
C  2.2773  -3.4849  1.0058
C  3.7309  -4.1428  1.4381
O  4.5306  -4.3779  0.1915
C  -0.4192  -1.7338  0.0796
C  -1.7850  -1.1450  -0.6114
O  -2.3228  -0.0432  -0.0536
C  -2.5285  -1.7762  -1.9542
C  -1.7037  -2.7489  -2.9986
C  -2.5540  -3.3610  -4.2736
C  -4.1444  -3.0601  -4.5577
C  -4.9515  -2.0525  -3.5467
C  -4.1301  -1.4328  -2.2683
N  -2.1675  -4.6089  0.4269
C  -2.0041  -6.0834  0.7224
C  -2.8319  -7.1206  -0.2957
O  -1.3073  -6.6202  1.7300
C  -3.5244  -4.2269  0.9752
C  -4.1722  -4.8208  2.3966
O  -4.3129  -3.3930  0.2841
H  -3.2944  0.6854  3.6663
H  -2.9095  -0.4312  5.1548
H  -4.5174  -0.6968  4.1416
H  -1.5909  -0.8707  2.5344
H  -3.3198  -1.6487  2.1450
H  -0.0488  -2.2696  3.4178
H  -0.4814  -4.0968  3.7361
H  1.0737  -5.1965  -0.1420
H  1.1809  -5.3073  1.8273
H  2.3662  -2.9045  -0.0237
H  1.9934  -2.7330  1.8845
H  3.6155  -5.1188  2.0888
H  4.3615  -3.3876  2.0823
H  4.6936  -3.4534  -0.1963
H  0.1668  -0.9666  0.7483
H  0.3160  -2.0175  -0.8107
H  -0.5522  -3.0043  -2.8525
H  -1.9990  -4.0800  -5.0408
H  -4.7612  -3.5298  -5.4574
H  -6.0930  -1.7551  -3.6429
H  -4.6387  -0.6995  -1.4766
H  -3.8605  -7.3821  0.2454
H  -2.2581  -8.1233  -0.4841
H  -3.1507  -6.5768  -1.3049
H  -4.9290  -5.6972  2.2043
H  -4.8192  -3.9193  2.8260
H  -3.3452  -5.0822  3.1944
C  1.6623  2.3662  0.3050
C  2.4573  1.6931  1.4208
N  3.4901  0.7660  0.9473
C  4.0604  -0.0575  2.0206
C  4.8461  0.6542  3.1163
C  4.4646  1.3110  0.0004
C  5.2943  2.5086  0.4504
H  1.1952  1.6263  -0.3530
H  0.8653  2.9803  0.7379
H  2.2874  3.0290  -0.3006
H  1.7350  1.1340  2.0294
H  2.8776  2.4689  2.0687
H  4.6962  -0.8364  1.5812
H  3.2393  -0.6060  2.4974
H  5.8395  0.9532  2.7740
H  4.9959  -0.0249  3.9625
H  4.3265  1.5370  3.4999
H  3.9328  1.5908  -0.9171
H  5.1456  0.5127  -0.3235
H  4.6989  3.2610  0.9779
H  5.7366  2.9967  -0.4227
H  6.1203  2.2064  1.0946
C  -2.2074  7.7006  -3.0849
C  -0.7374  7.6129  -2.6827
N  -0.4580  6.6200  -1.6405
C  0.8978  6.7308  -1.0884
C  2.0676  6.4475  -2.0241
C  -0.9067  5.2530  -1.9113
C  -0.3643  4.5651  -3.1595
H  -2.8448  7.9104  -2.2197
H  -2.3451  8.5121  -3.8074
H  -2.5566  6.7804  -3.5626
H  -0.4532  8.6049  -2.3088
H  -0.1385  7.4343  -3.5814
H  0.9855  6.0806  -0.2088
H  1.0199  7.7472  -0.6952
H  2.1934  5.3772  -2.2035
H  2.9983  6.8017  -1.5681
H  1.9673  6.9555  -2.9876
H  -2.0017  5.2567  -1.9733
H  -0.6948  4.6192  -1.0399
H  -0.3521  5.2242  -4.0338
H  -0.9946  3.7065  -3.4078
H  0.6435  4.1808  -3.0012

Cartesian forces, eV/Å:
C 0.0 0.7 -0.5
C -0.8 -0.5 0.2
O 0.5 0.8 -0.3
C 1.2 0.4 0.5
Ga 2.0 0.2 0.6
C 0.9 0.4 0.8
C -0.2 -0.7 0.5
C -0.1 1.3 -0.4
O -0.4 1.6 0.8
C -0.6 0.7 -2.7
C -1.0 4.4 2.4
O 2.3 -5.9 -3.2
C -1.1 -1.7 -2.8
C -4.6 1.0 -0.5
C -1.6 1.6 1.7
C 1.5 2.0 3.4
C 4.4 -0.6 1.4
C 1.8 -1.8 -1.7
N -3.4 -2.9 2.2
C 2.0 -2.3 3.2
C -0.8 0.8 0.3
O -3.8 3.3 -5.8
C -3.2 2.5 -3.0
C 0.1 1.1 0.0
O 4.6 -4.3 3.9
H -0.2 -2.3 0.8
H -0.7 -0.2 -2.2
H 2.6 0.4 -0.2
H -2.0 -0.6 0.9
H 1.7 0.8 1.3
H -1.3 -1.6 -0.4
H -1.2 2.1 -0.8
H 0.4 0.9 2.0
H -0.3 1.1 -2.3
H 0.1 -1.0 2.3
H 0.5 -1.4 -1.9
H 0.2 1.8 -1.8
H -1.3 -1.3 -1.0
H -0.5 -2.1 1.0
H -1.6 -1.1 -1.4
H -1.5 0.4 1.7
H -2.9 0.6 -0.3
H -1.3 1.7 1.9
H 1.8 1.0 2.1
H 2.7 -0.8 0.0
H 1.2 -1.9 -2.0
H 2.2 0.5 -1.0
H -1.0 2.1 0.5
H 1.0 -1.1 2.2
H 1.7 1.6 0.2
H 1.5 -1.9 -1.0
H -1.7 0.4 -1.8
C 0.1 0.0 -0.1
C 0.0 -0.1 -0.3
N 0.2 -0.3 0.1
C -0.4 -0.1 -0.2
C 0.3 0.0 0.3
C -0.4 0.0 -0.2
C 0.3 0.2 0.0
H 0.1 0.1 0.1
H 0.1 -0.1 0.0
H 0.0 0.0 0.0
H 0.3 -0.1 0.0
H 0.0 0.2 0.2
H -0.1 0.2 -0.1
H -0.1 0.1 -0.2
H -0.1 0.1 0.1
H 0.0 0.0 -0.1
H 0.0 -0.1 -0.1
H -0.1 0.0 0.2
H -0.2 0.0 0.3
H 0.0 -0.1 -0.1
H 0.0 0.0 0.0
H -0.1 0.1 0.1
C 0.0 -0.1 0.0
C -0.1 -0.2 0.2
N 0.2 0.1 0.3
C -0.3 0.2 0.1
C 0.4 -0.1 -0.1
C -0.4 0.1 0.1
C 0.1 -0.3 -0.2
H 0.1 -0.1 -0.1
H 0.1 -0.1 0.1
H 0.0 0.1 0.1
H 0.2 -0.2 0.1
H 0.1 0.0 -0.2
H -0.2 0.0 -0.2
H -0.2 0.0 -0.1
H 0.0 0.1 -0.1
H -0.1 0.0 0.0
H 0.0 -0.1 0.1
H 0.1 0.2 0.0
H 0.1 0.3 -0.1
H 0.0 0.0 0.1
H 0.0 0.1 0.0
H 0.0 0.1 -0.1